1.
DFT (ωB97M-V/def2-TZVPD) results for C23H51NO19S6Zr as an isolated structure at a distorted geometry.

**Total charge**: 0
**HOMO level**: -7.75 eV
**Gap between HOMO and LUMO**: 7.369 eV

Last column: Mulliken charge in e.
CARTESIAN COORDINATES (ANGSTROEM)
Zr 1.515 -2.792 -1.086  1.701
S -0.163 -5.120 -0.287  1.300
O -0.346 -3.606 -0.457  -0.638
O -1.051 -5.795 -1.191  -0.640
O 1.187 -4.847 -0.808  -0.633
O -0.079 -5.486 1.117  -0.684
S 0.739 -0.143 -2.138  1.822
O -0.226 0.032 -3.191  -0.867
O 1.840 -1.080 -2.450  -0.568
O 1.113 1.131 -1.581  -0.807
O 0.274 -1.148 -1.165  0.002
C -2.823 0.964 4.191  -1.809
C -1.493 1.642 3.851  1.265
C -1.124 1.294 2.368  0.732
C -0.419 2.350 1.482  0.243
C -1.042 3.718 1.714  -1.868
C -1.102 4.140 3.177  2.136
N -1.724 3.062 3.958  0.536
O -2.109 3.407 5.271  -0.549
C 0.355 4.426 3.676  -1.763
C -2.036 5.314 3.306  -2.261
C -0.430 1.081 4.824  -1.339
H -3.737 1.349 3.742  0.416
H -3.013 0.909 5.266  0.350
H -2.771 -0.103 3.940  0.346
H -0.620 0.321 2.352  -0.687
H -2.053 1.049 1.844  -0.414
H -0.579 2.067 0.446  0.123
H 0.658 2.398 1.644  -0.056
H -2.004 3.936 1.236  0.412
H -0.460 4.436 1.121  0.509
H 0.945 3.515 3.771  0.305
H 0.916 5.026 2.953  0.378
H 0.339 5.002 4.601  0.368
H -2.000 5.883 4.238  0.439
H -1.727 6.053 2.557  0.429
H -3.083 5.081 3.111  0.431
H -0.348 -0.009 4.798  0.166
H -0.861 1.244 5.814  0.490
H 0.563 1.514 4.717  0.198
H -2.937 3.889 5.161  0.338
C 3.997 0.351 1.470  -0.592
S 4.355 -0.680 0.009  0.133
O 3.112 -1.445 -0.358  -0.743
C 4.548 0.632 -1.283  -0.292
H 3.805 -0.260 2.347  0.219
H 3.148 1.013 1.289  0.027
H 4.882 0.974 1.602  0.499
H 3.484 0.857 -1.433  -0.141
H 5.000 0.341 -2.223  0.189
H 4.964 1.566 -0.905  0.429
C 5.899 -2.968 -2.988  -1.006
S 4.360 -4.007 -3.090  0.245
O 3.382 -3.384 -2.119  -0.397
C 3.848 -3.502 -4.780  -0.775
H 6.453 -3.321 -3.858  0.498
H 6.329 -3.224 -2.026  0.331
H 5.744 -1.907 -3.171  0.244
H 3.222 -2.614 -4.737  0.092
H 3.384 -4.270 -5.401  0.354
H 4.768 -3.369 -5.355  0.428
C -0.170 -2.228 -5.150  -0.566
S -0.173 -3.724 -4.081  0.330
O 0.857 -3.414 -3.012  -0.248
C -1.832 -3.412 -3.430  -0.707
H 0.810 -1.753 -5.125  0.135
H -0.879 -1.477 -4.825  0.033
H -0.399 -2.489 -6.185  0.514
H -2.439 -4.177 -3.920  0.470
H -2.324 -2.442 -3.470  0.262
H -1.890 -3.645 -2.362  0.072
C 2.305 -2.502 3.454  -1.326
S 1.013 -1.702 2.471  0.636
O 1.231 -2.231 1.116  -0.410
C -0.459 -2.623 3.122  -1.037
H 3.311 -2.510 3.049  0.375
H 2.006 -3.542 3.638  0.453
H 2.291 -2.258 4.523  0.404
H -0.594 -2.124 4.082  0.498
H -0.360 -3.700 3.233  0.525
H -1.204 -2.397 2.361  0.018
C -0.975 3.203 -3.624  0.089
C -2.341 3.067 -2.919  0.580
O -3.214 3.825 -3.721  -0.416
C -2.766 3.835 -4.966  0.617
O -3.428 4.048 -5.933  -0.542
O -1.473 3.393 -4.965  -0.382
H -0.411 2.280 -3.571  0.082
H -0.521 4.072 -3.145  0.225
H -2.326 3.509 -1.923  0.107
H -2.553 2.004 -2.786  -0.354
C -3.788 -0.475 -1.273  0.196
C -2.943 -1.150 -0.181  0.620
O -3.745 -0.827 0.985  -0.398
C -4.787 0.033 0.686  0.645
O -5.558 0.473 1.477  -0.560
O -4.781 0.308 -0.612  -0.359
H -4.250 -1.330 -1.773  0.237
H -3.173 0.095 -1.961  -0.107
H -1.958 -0.678 -0.173  -0.392
H -2.883 -2.221 0.004  0.086

2.
DFT (ωB97M-V/def2-TZVPD) results for C23H52AsO4PReS3Si3 as an isolated structure at a distorted geometry.

**Energy relative to the best compared isomer or geometry (same formula, charge and spin)**: 16.1 kcal/mol
**Total charge**: +2
**HOMO level (alpha / beta)**: -13.78 / -13.73 eV
**Gap between HOMO and LUMO (alpha / beta)**: 8.598 / 6.802 eV
**<S²>**: 0.764
**Multiplicity**: 2

Last column: Mulliken spin population.
CARTESIAN COORDINATES (ANGSTROEM)
Re -0.473 -0.748 0.253  1.081
C -6.623 0.707 2.030  0.000
C -5.402 0.073 2.579  0.004
O -4.264 0.376 1.632  -0.001
P -2.814 -0.111 1.926  0.077
S -2.407 -1.968 1.197  -0.025
S -1.489 1.191 0.997  -0.025
O -2.698 0.040 3.520  -0.002
C -1.819 -0.672 4.441  -0.001
C -1.702 0.200 5.653  0.001
H -7.427 0.490 2.713  0.001
H -6.948 0.286 1.082  0.000
H -6.571 1.801 1.898  0.000
H -5.483 -1.030 2.656  0.000
H -5.137 0.468 3.568  0.001
H -0.885 -0.914 3.931  0.000
H -2.292 -1.607 4.716  0.000
H -1.272 1.154 5.379  0.000
H -1.191 -0.353 6.467  0.000
H -2.681 0.366 6.055  0.000
C 2.580 3.874 -1.794  0.003
Si 1.400 2.780 -0.814  0.013
C -0.384 3.174 -1.480  0.004
C 1.846 2.881 1.024  0.004
As 1.459 0.279 -1.195  -0.004
Si 1.262 -0.053 -3.752  -0.002
C 2.870 -0.660 -4.564  0.000
C -0.124 -1.271 -4.210  0.004
C 0.756 1.608 -4.470  -0.001
Si 3.793 -0.243 -0.553  -0.002
C 3.637 -2.134 -0.470  0.002
C 3.919 0.209 1.212  0.003
C 5.125 0.264 -1.792  -0.001
H 2.417 4.920 -1.519  0.001
H 2.482 3.813 -2.890  -0.001
H 3.640 3.651 -1.498  0.000
H -0.818 2.398 -2.141  -0.001
H -0.220 4.087 -2.092  0.001
H -1.159 3.436 -0.751  -0.002
H 1.385 3.733 1.536  0.000
H 2.936 2.998 1.100  0.000
H 1.562 1.915 1.509  -0.007
H 3.691 0.061 -4.543  0.000
H 2.676 -0.823 -5.616  0.000
H 3.218 -1.626 -4.211  0.000
H 0.105 -2.256 -3.782  0.000
H -0.210 -1.429 -5.297  0.001
H -1.113 -0.904 -3.870  -0.003
H 1.474 2.407 -4.175  0.000
H -0.185 1.973 -4.078  0.000
H 0.720 1.594 -5.553  0.000
H 3.070 -2.515 0.409  0.000
H 4.633 -2.607 -0.423  0.001
H 3.199 -2.469 -1.385  -0.002
H 4.199 -0.663 1.856  0.000
H 2.938 0.487 1.572  0.000
H 4.536 1.034 1.557  0.000
H 5.182 -0.423 -2.586  0.000
H 6.083 0.136 -1.250  0.000
H 5.097 1.306 -2.103  0.000
C -3.948 -0.410 -3.896  0.000
S -3.036 0.426 -2.642  0.000
C -4.455 0.956 -1.766  0.000
O -2.399 -0.622 -1.776  0.014
H -4.532 -1.237 -3.452  0.000
H -3.217 -0.819 -4.573  0.000
H -4.594 0.327 -4.363  0.000
H -5.077 1.483 -2.506  0.000
H -4.225 1.698 -0.997  0.000
H -4.983 0.101 -1.331  0.000
C -0.508 -3.740 -1.160  0.000
O -0.324 -2.339 -1.242  0.011
H -0.728 -4.115 -2.142  0.000
H -1.351 -3.959 -0.486  0.002
H 0.389 -4.230 -0.789  -0.001
H -0.795 -1.960 -2.024  -0.001
C 0.730 -1.045 1.350  -0.162
C 1.550 -1.239 2.552  0.042
C 1.634 -0.117 3.393  -0.010
C 2.223 -0.226 4.605  0.003
C 2.535 -1.490 5.099  -0.007
C 2.386 -2.593 4.270  0.003
C 1.886 -2.488 2.971  -0.018
H 1.160 0.817 3.093  0.005
H 2.255 0.676 5.176  0.000
H 2.959 -1.683 6.080  0.000
H 2.681 -3.569 4.629  0.000
H 1.689 -3.296 2.319  0.001

3.
DFT (ωB97M-V/def2-TZVPD) results for C23H52IN4O8P as an isolated structure at a distorted geometry.

**Total charge**: 0
**HOMO level**: -8.82 eV
**Gap between HOMO and LUMO**: 7.748 eV

Last column: Mulliken charge in e.
CARTESIAN COORDINATES (ANGSTROEM)
C -0.568 5.189 2.990  -0.815
C -1.438 5.785 1.808  0.002
O -1.435 5.002 0.594  -0.404
P -2.479 3.712 0.644  0.922
O -2.539 3.011 1.966  -0.606
C -4.187 4.127 -0.029  -0.679
C -5.004 5.114 0.901  -0.652
C -6.434 4.599 1.360  0.028
C -7.570 5.332 0.527  -0.695
C -8.702 4.232 0.719  -0.563
C -7.975 2.898 1.062  0.766
C -8.613 1.471 0.989  0.066
O -8.544 0.927 -0.123  -0.604
O -9.106 0.965 2.045  -0.634
N -6.734 3.159 1.437  -0.279
I -5.608 1.545 2.016  0.341
O -1.875 2.599 -0.460  -0.481
C -0.728 1.901 0.076  0.027
C -1.169 0.399 0.367  -0.860
H 0.242 5.879 3.341  0.297
H -0.181 4.172 2.698  0.123
H -1.267 4.991 3.856  0.266
H -2.453 6.020 2.219  0.017
H -0.980 6.783 1.535  0.400
H -3.974 4.667 -1.003  0.358
H -4.716 3.183 -0.313  0.474
H -5.156 6.063 0.308  0.308
H -4.456 5.433 1.829  0.114
H -6.526 4.993 2.421  0.250
H -7.301 5.192 -0.562  0.362
H -7.770 6.371 0.885  0.369
H -9.570 4.233 0.016  0.408
H -9.172 4.498 1.723  0.269
H -0.277 2.388 0.983  0.025
H 0.116 1.814 -0.673  0.328
H -0.313 -0.243 0.695  0.272
H -1.648 0.028 -0.587  0.213
H -2.000 0.464 1.124  0.232
C 1.726 -2.648 -1.672  -1.443
C 2.714 -1.504 -1.466  0.412
C 4.160 -1.974 -1.220  -0.822
O 4.400 -2.473 0.088  -0.300
C 4.009 -3.822 0.285  -0.492
N 2.230 -0.649 -0.376  -0.488
H 1.462 -3.147 -0.739  0.245
H 0.796 -2.273 -2.106  0.347
H 2.133 -3.398 -2.357  0.346
H 2.717 -0.911 -2.388  0.223
H 4.817 -1.105 -1.325  0.375
H 4.482 -2.700 -1.976  0.428
H 4.156 -4.430 -0.612  0.321
H 2.967 -3.867 0.609  0.253
H 4.620 -4.237 1.089  0.063
H 2.835 0.166 -0.306  0.257
H 2.397 -1.148 0.498  0.294
C 6.469 -5.150 4.313  -1.354
C 6.944 -4.225 5.429  0.345
C 6.036 -3.000 5.643  -0.713
O 6.191 -1.976 4.670  -0.436
C 5.480 -2.197 3.464  -0.604
N 8.331 -3.829 5.160  -0.729
H 6.681 -4.752 3.320  0.231
H 6.973 -6.117 4.382  0.390
H 5.393 -5.331 4.385  0.336
H 6.930 -4.806 6.357  0.390
H 6.312 -2.540 6.596  0.348
H 4.982 -3.291 5.733  0.388
H 4.527 -2.706 3.632  0.318
H 6.097 -2.764 2.763  0.185
H 5.278 -1.226 3.009  0.319
H 8.679 -3.295 5.953  0.277
H 8.311 -3.149 4.402  0.314
C 0.034 -2.212 -7.768  -1.448
C 0.848 -2.224 -6.478  0.334
C 0.190 -3.029 -5.341  -0.357
O -0.891 -2.367 -4.703  -0.289
C -2.131 -2.465 -5.384  -0.723
N 1.117 -0.839 -6.073  -0.730
H -0.825 -1.541 -7.715  0.294
H 0.652 -1.873 -8.602  0.368
H -0.331 -3.213 -8.011  0.341
H 1.805 -2.704 -6.705  0.391
H 0.942 -3.180 -4.560  0.031
H -0.111 -4.029 -5.679  0.409
H -2.248 -3.429 -5.888  0.322
H -2.236 -1.647 -6.099  0.245
H -2.929 -2.361 -4.647  0.236
H 1.743 -0.848 -5.270  0.245
H 0.249 -0.458 -5.697  0.342

| no. | E_tot (Eh) |
| --- | --- |
| 1 | -4827.45615 |
| 2 | -5926.59744 |
| 3 | -2367.43637 |